1.
Here is 5 unconnected molecules or ions with the total composition C52H67BNO22Si in a non-equilibrium geometry from the OMol25 dataset. Energies are from ωB97M-V with the def2-TZVPD basis set.

Cartesian coordinates (Å):
C  2.29193  -0.52960  3.70304
C  2.31707  -1.85067  2.93613
O  1.32748  -2.01422  1.94766
C  1.01180  -0.84645  1.22248
C  0.16553  -1.17386  -0.00837
N  -1.22498  -0.76650  0.16924
C  -1.74828  0.04524  -0.90753
C  -1.40139  1.52977  -0.70451
O  -0.12019  1.86740  -1.21729
C  -0.14085  2.47940  -2.50295
C  1.22745  2.21997  -3.12513
C  -2.14771  -1.80957  0.66732
C  -2.95688  -2.57053  -0.42718
C  -2.22022  -3.07008  -1.68377
C  -1.94917  -4.58977  -1.74199
C  -0.49513  -4.95639  -2.01131
C  -0.07593  -4.54032  -3.42872
C  1.40783  -4.80058  -3.76960
C  2.33281  -3.57446  -3.72669
C  3.11508  -3.36677  -2.41327
Si  4.91614  -3.96948  -2.49620
C  5.98194  -2.82341  -1.43721
C  5.59827  -3.89192  -4.24345
C  4.99938  -5.71478  -1.77363
C  5.72465  -5.99822  -0.63266
C  5.74000  -7.27485  -0.10469
C  5.02953  -8.28655  -0.70877
C  4.32639  -8.01704  -1.86081
C  4.31034  -6.74728  -2.39515
B  -3.15034  -1.17817  1.72872
O  -2.93355  0.12632  2.21164
O  -4.24489  -1.91790  2.13421
C  -4.39051  -2.13648  3.53409
C  -4.45043  -3.63970  3.81908
C  -1.46440  -2.78668  1.63389
O  -0.99880  -3.85976  1.23531
O  -1.54719  -2.35385  2.82406
H  1.29162  -0.15606  3.89645
H  2.81467  -0.63364  4.65219
H  2.85249  0.20142  3.13350
H  3.30102  -1.95262  2.47444
H  2.16710  -2.66624  3.64115
H  1.94831  -0.37546  0.88877
H  0.42206  -0.14104  1.80693
H  0.57874  -0.56730  -0.81485
H  0.30108  -2.21464  -0.30643
H  -2.83281  -0.01250  -0.97155
H  -1.33285  -0.23957  -1.88319
H  -1.40244  1.72468  0.36676
H  -2.18205  2.16680  -1.13632
H  -0.30445  3.55245  -2.36916
H  -0.94893  2.02854  -3.07982
H  1.25656  1.30973  -3.71509
H  1.92367  2.11816  -2.29669
H  1.52583  3.10632  -3.68370
H  -3.79010  -1.93786  -0.73628
H  -3.40051  -3.42440  0.07767
H  -2.89046  -2.85168  -2.52001
H  -1.30642  -2.52426  -1.89475
H  -2.52994  -5.01990  -2.56409
H  -2.29839  -5.05855  -0.82648
H  0.17352  -4.51804  -1.27093
H  -0.39263  -6.04035  -1.92197
H  -0.33149  -3.49668  -3.60293
H  -0.67858  -5.14976  -4.10635
H  1.76205  -5.61216  -3.13537
H  1.42482  -5.17504  -4.79570
H  1.70203  -2.70138  -3.90002
H  3.01261  -3.61854  -4.57700
H  3.14293  -2.32314  -2.10067
H  2.62980  -3.92077  -1.61051
H  7.03172  -2.91191  -1.71400
H  5.87994  -3.12085  -0.39831
H  5.63867  -1.79553  -1.53053
H  6.64361  -4.18674  -4.29986
H  5.55216  -2.84671  -4.56028
H  5.01624  -4.45192  -4.97167
H  6.29581  -5.23972  -0.11837
H  6.29723  -7.46730  0.80081
H  5.03122  -9.27383  -0.27322
H  3.76551  -8.80560  -2.34417
H  3.75080  -6.57327  -3.30333
H  -2.67877  0.09102  3.14116
H  -3.56301  -1.71169  4.09631
H  -5.31722  -1.67036  3.87902
H  -5.44750  -3.94329  4.13517
H  -3.73641  -3.91335  4.59070
H  -4.18665  -4.18330  2.91754
C  4.93424  2.33692  1.24524
C  5.68203  2.54365  0.15412
C  7.08972  2.02345  0.03892
O  7.68976  2.24826  -0.99703
C  7.65183  1.29149  1.15983
C  6.90474  1.08347  2.25215
C  5.49093  1.58877  2.36013
O  4.88092  1.33623  3.38090
O  7.33639  0.42227  3.31782
O  5.25267  3.21495  -0.90914
H  3.91994  2.70075  1.33536
H  8.66685  0.93129  1.07137
H  6.58782  0.41069  3.94700
H  5.99027  3.20446  -1.54914
C  -6.59145  3.27503  1.93353
C  -5.32538  2.81008  1.93757
C  -4.21475  3.57122  2.63202
O  -3.09216  3.12123  2.61615
C  -4.55265  4.83640  3.28635
C  -5.81223  5.27342  3.26769
C  -6.91671  4.51322  2.59792
O  -8.03727  4.99927  2.65507
O  -6.20803  6.41855  3.83816
O  -5.00413  1.68513  1.34231
H  -7.39465  2.74365  1.44360
H  -3.75305  5.38120  3.76908
H  -7.17075  6.48047  3.67116
H  -4.05089  1.46431  1.47993
C  -7.30468  9.67065  7.61548
C  -6.83780  9.60504  8.86784
C  -5.63149  8.78127  9.23048
O  -5.27480  8.80186  10.39612
C  -4.97587  8.02195  8.18719
C  -5.43930  8.08000  6.92705
C  -6.63617  8.92449  6.56154
O  -6.98953  8.93983  5.39827
O  -4.89457  7.41218  5.92745
O  -7.38765  10.25308  9.88912
H  -8.16918  10.26086  7.34670
H  -4.11967  7.42236  8.46132
H  -5.41482  7.61405  5.11580
H  -6.84405  10.02587  10.66933
C  1.46114  2.93757  -8.12223
C  0.54938  2.95573  -7.13944
C  -0.38629  1.79523  -6.91014
O  -1.17716  1.85889  -5.99110
C  -0.29816  0.65081  -7.80562
C  0.61179  0.64165  -8.78611
C  1.56112  1.78584  -8.99890
O  2.36762  1.68800  -9.90661
O  0.75528  -0.36428  -9.64303
O  0.42431  3.98998  -6.31613
H  2.13943  3.76088  -8.29570
H  -0.98257  -0.16907  -7.64027
H  1.48745  -0.10824  -10.23651
H  -0.29263  3.76923  -5.69101

Results
**Multiplicity**: 1
**Gap between HOMO and LUMO**: 4.44 eV
**E**: -4046.16603 a.u.
**HOMO**: -4.69 eV
**LUMO**: -0.2 eV
**Charge**: -1



2.
Here is 4 unconnected molecules or ions with the total composition C2H11O3S in a non-equilibrium geometry from the OMol25 dataset. Energies are from ωB97M-V with the def2-TZVPD basis set.

Cartesian coordinates (Å):
C  2.64466  1.78241  1.12476
C  1.76717  0.99066  0.17928
S  1.52327  -0.83378  0.47868
H  1.94043  2.44102  1.68983
H  3.45500  2.37435  0.68468
H  3.26272  1.07886  1.71100
H  2.16014  1.05800  -0.83928
H  0.75996  1.38409  0.14343
H  -1.07146  -2.41609  -0.39855
H  -0.69296  -1.09136  -0.06724
O  -1.48256  -1.54407  -0.47973
H  -1.64779  -1.27692  -2.14718
H  -1.33415  -1.02232  -3.65721
O  -1.99722  -1.36683  -3.06623
H  -2.64767  -1.12428  1.35761
H  -3.53988  0.07791  1.34027
O  -3.09967  -0.51166  1.94587

Results
**Multiplicity**: 1
**ΔE to the lowest compared entry with this formula, charge and spin**: 83.01 kJ/mol
**Gap between HOMO and LUMO**: 6.78 eV
**E**: -706.74225 a.u.
**HOMO**: -3.02 eV
**LUMO**: 3.8 eV
**Charge**: -1



3.
Here is a molecular structure, C3H10N2O3 in a non-equilibrium geometry from the OMol25 dataset. Energies are from ωB97M-V with the def2-TZVPD basis set.

Cartesian coordinates (Å):
H  0.28644  -0.49689  0.53537
O  0.87614  -1.16063  1.21924
N  -0.37794  0.30146  -0.33868
H  0.22840  -1.72594  1.65376
C  -0.46682  0.03480  -1.68933
C  -1.16029  1.31361  -0.09429
C  -1.33721  0.91234  -2.24870
N  -1.77358  1.70791  -1.22715
H  -2.48996  2.42668  -1.31133
H  -1.44059  1.73277  0.85878
H  -1.68112  0.89515  -3.26810
H  0.17682  -0.75309  -2.05413
O  0.41137  0.83304  3.04903
H  0.69727  0.18178  2.36541
H  0.87571  0.55239  3.84235
O  2.37518  -2.20473  -0.82745
H  1.72056  -1.91816  -0.15342
H  3.07962  -2.63248  -0.31138

Results
**Multiplicity**: 1
**ΔE to the lowest compared entry with this formula, charge and spin**: 66.88 kJ/mol
**Gap between HOMO and LUMO**: 10.35 eV
**E**: -455.54614 a.u.
**HOMO**: -9.86 eV
**LUMO**: 0.5 eV
**Charge**: 0



4.
Here is a molecular structure, C28H29Cl2N2O5PdSSi in a non-equilibrium geometry from the OMol25 dataset. Energies are from ωB97M-V with the def2-TZVPD basis set.

Cartesian coordinates (Å):
Pd  0.04811  -0.32964  0.19808
C  1.93064  -0.80813  1.36034
Si  3.05539  0.32726  0.39779
C  3.01850  0.27889  -1.63029
N  1.94685  0.88116  -2.30956
C  1.17389  0.15665  -3.29865
C  1.60038  0.62406  -4.70574
C  1.56104  2.16062  -4.83814
C  1.03967  2.80769  -3.55183
C  1.88275  2.33218  -2.37774
C  3.01374  2.14287  0.84932
C  2.36639  2.57590  2.00895
C  2.45912  3.89740  2.41992
C  3.19503  4.80717  1.67664
C  3.85087  4.39092  0.52467
C  3.76069  3.07025  0.11842
C  4.80531  -0.34924  0.61342
C  5.78643  0.41073  1.24980
C  7.04990  -0.12071  1.46395
C  7.34172  -1.41231  1.05066
C  6.37150  -2.17395  0.41346
C  5.10609  -1.64998  0.20060
H  1.68240  -0.53799  2.38248
H  2.10302  -1.87276  1.22531
H  3.10477  -0.78227  -1.86558
H  3.95327  0.80531  -1.84266
H  0.11073  0.34967  -3.14942
H  1.35392  -0.90467  -3.18698
H  0.93107  0.14161  -5.41637
H  2.60767  0.25153  -4.89665
H  0.93525  2.46078  -5.67734
H  2.56412  2.54238  -5.03665
H  -0.01189  2.56185  -3.39676
H  1.10473  3.89294  -3.61089
H  1.47681  2.71110  -1.43451
H  2.90035  2.72338  -2.47155
H  1.78724  1.87767  2.60187
H  1.95451  4.21904  3.32165
H  3.26520  5.83893  1.99509
H  4.43309  5.09552  -0.05489
H  4.30160  2.75802  -0.76927
H  5.56537  1.41988  1.57734
H  7.80508  0.47678  1.95809
H  8.32449  -1.82805  1.22976
H  6.59910  -3.17999  0.08522
H  4.35047  -2.25657  -0.28905
O  2.14027  -3.03278  -1.20865
C  0.94185  -3.14319  -1.01764
N  0.06606  -2.09003  -1.01535
S  -1.40421  -2.51273  -0.43236
O  -2.45757  -2.08419  -1.29197
O  -1.40708  -1.92892  0.92079
C  -1.11184  -4.25665  -0.41305
C  -1.95428  -5.31912  -0.17058
C  -1.41088  -6.59552  -0.26845
C  -0.07383  -6.78235  -0.60329
C  0.75832  -5.69948  -0.85949
C  0.22422  -4.42860  -0.75796
H  -2.99538  -5.16122  0.07674
H  -2.04396  -7.45126  -0.07846
H  0.32026  -7.78686  -0.67688
H  1.79509  -5.82674  -1.14003
Cl  -0.73793  4.62450  0.81894
C  -1.72341  3.18871  1.13386
Cl  -3.13932  3.12168  0.07413
C  -0.87661  1.94762  0.89240
O  -0.59975  1.19286  1.84044
O  -0.46769  1.70036  -0.28786
H  -2.06035  3.21705  2.16257

Results
**Multiplicity**: 5
**ΔE to the lowest compared entry with this formula, charge and spin**: 0.00 kJ/mol
**Gap between HOMO and LUMO (spin up / spin down)**: 8.84 / 6.00 eV
**E**: -3305.69915 a.u.
**HOMO (spin up / spin down)**: -11.47 / -11.88 eV
**LUMO (spin up / spin down)**: -2.6 / -5.9 eV
**Charge**: +1



5.
Here is 2 unconnected molecules or ions with the total composition Cl2H2NO2PS in a non-equilibrium geometry from the OMol25 dataset. Energies are from ωB97M-V with the def2-TZVPD basis set.

Cartesian coordinates (Å):
N  -1.89272  0.33948  0.03554
O  0.68874  -0.35707  -1.21676
O  1.18572  0.65550  1.05589
P  0.37155  -0.51210  0.46803
S  0.76318  -2.21140  1.33941
Cl  2.27303  -0.01437  -1.68682
Cl  1.01622  2.29561  0.39150
H  -2.77381  -0.14860  0.43935
H  -1.63191  -0.04705  -0.82613

Results
**Multiplicity**: 1
**ΔE to the lowest compared entry with this formula, charge and spin**: 529.56 kJ/mol
**Gap between HOMO and LUMO (spin up / spin down)**: 7.62 / 7.63 eV
**E**: -1866.19404 a.u.
**HOMO (spin up / spin down)**: -9.54 / -9.55 eV
**LUMO (spin up / spin down)**: -1.9 / -1.9 eV
**Charge**: 0



6.
Here is a molecular structure, C22H37N14P2Ru in a non-equilibrium geometry from the OMol25 dataset. Energies are from ωB97M-V with the def2-TZVPD basis set.

Cartesian coordinates (Å):
Ru  -0.06923  0.13851  0.04486
C  1.22514  -1.98609  5.15102
N  1.53511  -1.18563  3.98450
C  2.04335  0.13258  4.27926
C  0.71481  -1.30744  2.86577
N  0.02141  -0.36298  2.34519
N  0.74275  -2.58102  2.33631
C  0.33938  -2.95980  1.07388
N  0.85640  -4.17473  0.67466
N  -0.54125  -2.29520  0.42209
H  2.14520  -2.23628  5.67957
H  0.72355  -2.90612  4.85956
H  0.56562  -1.44346  5.84126
H  2.90298  0.01918  4.93572
H  1.31878  0.78860  4.77672
H  2.37634  0.59941  3.35400
H  0.05493  0.51568  2.86000
H  1.49476  -3.13954  2.71534
H  1.79165  -4.38691  0.99232
H  0.74932  -4.37477  -0.31116
H  -0.75266  -2.69717  -0.48859
C  -0.35033  4.18176  1.28988
P  -1.04640  2.54486  0.81428
C  -1.43804  2.93154  -0.94251
C  -2.71450  2.55013  1.53047
C  -3.23653  3.62207  2.25189
C  -4.50155  3.55137  2.79843
C  -5.25734  2.39700  2.64871
C  -4.73559  1.31161  1.96527
C  -3.46343  1.36915  1.41223
P  -2.68151  -0.08080  0.60363
C  -3.09190  -1.39158  1.82468
C  -3.88718  -0.47805  -0.72451
H  -0.89967  4.99968  0.82168
H  0.68040  4.18521  0.93833
H  -0.34783  4.30200  2.37176
H  -2.11979  3.78484  -0.98608
H  -1.89323  2.05962  -1.42388
H  -0.50348  3.16727  -1.45907
H  -2.66233  4.52606  2.37482
H  -4.90496  4.39617  3.33928
H  -6.25080  2.34392  3.06845
H  -5.33663  0.41873  1.86300
H  -4.16184  -1.44292  2.01419
H  -2.55994  -1.19064  2.75058
H  -2.73775  -2.33994  1.43067
H  -4.90891  -0.42856  -0.34560
H  -3.67197  -1.48097  -1.09480
H  -3.74930  0.21790  -1.55106
N  1.66335  -1.06299  -3.05413
C  0.40172  -0.56736  -3.16595
N  -0.21334  -0.34174  -4.32671
N  -1.40569  0.10787  -4.00181
N  -1.54681  0.16776  -2.72582
N  -0.42431  -0.25379  -2.14404
C  2.24652  -1.46652  -1.88785
N  3.31175  -2.26817  -1.81644
N  3.49559  -2.46838  -0.52654
N  2.61746  -1.83097  0.17017
N  1.79640  -1.18775  -0.65249
H  2.14846  -1.28282  -3.90906
C  3.33577  3.48388  -2.44394
C  3.45797  3.24645  -0.93175
C  3.38519  4.59392  -0.19777
C  4.78963  2.55406  -0.61110
C  2.35892  2.37254  -0.50710
C  1.43960  1.65820  -0.15719
H  4.14334  4.12767  -2.79111
H  2.38607  3.96214  -2.68019
H  3.38575  2.53882  -2.98062
H  4.20675  5.23548  -0.51385
H  3.45887  4.45096  0.87906
H  2.45036  5.10589  -0.42199
H  5.61990  3.16450  -0.96503
H  4.83818  1.57782  -1.09110
H  4.89401  2.40904  0.46377

Results
**Multiplicity**: 6
**ΔE to the lowest compared entry with this formula, charge and spin**: 69.07 kJ/mol
**Gap between HOMO and LUMO (spin up / spin down)**: 7.32 / 6.06 eV
**E**: -2404.54175 a.u.
**HOMO (spin up / spin down)**: -7.15 / -7.34 eV
**LUMO (spin up / spin down)**: 0.2 / -1.3 eV
**Charge**: 0